(1)
DFT (the ωB97M-V functional and the def2-TZVPD basis) results for a structure of composition C19H31Br12FINO5S in a non-equilibrium geometry.

Values from the calculation:
Orbital gap, eV: 9.1

```
! wB97M-V def2-TZVPD RIJCOSX def2/J DEFGRID3
* xyz 0 1
C 5.12 1.48 0.33
C 4.30 1.82 -0.93
C 3.71 0.57 -1.55
O 2.67 0.91 -2.45
C 1.48 0.19 -2.37
C 0.40 0.95 -1.53
F 1.00 2.08 -0.99
C -0.13 0.11 -0.36
C -1.58 0.42 -0.02
C -1.77 1.84 0.58
C -2.30 1.79 1.99
O -2.82 2.74 2.56
C -2.52 0.11 -1.17
C -2.43 -1.35 -1.65
C -2.81 -2.40 -0.61
N -1.69 -3.18 -0.05
C -3.99 0.37 -0.71
C -4.69 1.51 -1.43
C -6.07 1.80 -0.86
I -7.41 0.14 -1.02
O -2.29 0.94 -2.34
S -0.91 1.66 -2.64
O -1.04 3.03 -2.24
O -0.57 1.36 -4.00
H 4.54 1.67 1.22
H 5.42 0.44 0.33
H 6.02 2.08 0.40
H 4.92 2.36 -1.64
H 3.49 2.47 -0.64
H 3.36 -0.09 -0.75
H 4.50 0.04 -2.10
H 1.62 -0.81 -1.95
H 1.13 0.07 -3.40
H -0.07 -0.93 -0.65
H 0.51 0.26 0.50
H -1.86 -0.28 0.77
H -0.78 2.29 0.68
H -2.40 2.47 -0.03
H -2.19 0.82 2.53
H -3.15 -1.41 -2.46
H -1.47 -1.56 -2.10
H -3.35 -1.96 0.23
H -3.50 -3.11 -1.06
H -1.49 -2.87 0.89
H -0.85 -3.02 -0.58
H -4.03 0.53 0.37
H -4.59 -0.52 -0.90
H -4.82 1.26 -2.48
H -4.12 2.44 -1.34
H -6.05 2.16 0.17
H -6.54 2.57 -1.46
C -4.97 4.10 5.00
Br -3.77 4.83 6.31
Br -6.50 3.27 5.82
Br -5.49 5.41 3.70
H -4.43 3.32 4.47
C 6.93 -2.60 -1.63
Br 5.73 -2.47 -0.14
Br 5.98 -2.87 -3.28
Br 8.09 -1.07 -1.73
H 7.55 -3.47 -1.47
C 2.02 -5.14 0.55
Br 3.78 -5.90 0.68
Br 1.50 -4.26 2.18
Br 1.89 -3.98 -0.99
H 1.33 -5.96 0.40
C 4.52 -2.00 3.75
Br 3.39 -2.47 5.23
Br 3.63 -0.78 2.54
Br 6.21 -1.29 4.32
H 4.72 -2.90 3.20
*
```



(2)
DFT (the ωB97M-V functional and the def2-TZVPD basis) results for a cluster of 13 separate species, C70H146Br3F3N11O16 in total in a non-equilibrium geometry.

Values from the calculation:
Orbital gap, eV: 2.9

```
! wB97M-V def2-TZVPD RIJCOSX def2/J DEFGRID3
* xyz 7 1
C -0.46 0.62 1.61
O 0.25 -0.60 1.77
O -1.77 0.17 1.27
C -0.28 1.63 2.83
F -1.11 2.68 2.60
F -0.54 1.21 4.12
F 0.95 2.14 2.95
C 1.65 -0.62 2.15
C 2.29 -2.04 2.10
H 2.21 -2.46 1.09
H 3.37 -1.89 2.18
H 1.84 -2.68 2.86
H 1.75 -0.35 3.20
H 2.28 0.10 1.62
H 0.07 1.01 0.74
C -0.90 -1.30 -1.53
N -2.18 -1.51 -2.21
C -2.24 -1.38 -3.54
C -3.39 -1.74 -4.25
C -4.48 -2.27 -3.59
C -4.43 -2.33 -2.14
C -3.29 -1.95 -1.52
C -5.70 -2.58 -4.48
C -6.57 -1.57 -4.99
C -7.48 -1.92 -5.95
N -7.63 -3.23 -6.29
C -6.99 -4.17 -5.71
C -5.93 -3.91 -4.80
C -8.52 -3.60 -7.40
H -0.03 -1.77 -1.99
H -0.85 -1.54 -0.47
H -0.72 -0.22 -1.51
H -1.36 -0.98 -4.03
H -3.52 -1.54 -5.30
H -5.23 -2.78 -1.57
H -3.20 -1.96 -0.44
H -6.51 -0.56 -4.59
H -8.01 -1.18 -6.54
H -7.29 -5.19 -5.92
H -5.30 -4.70 -4.43
H -8.04 -4.42 -7.95
H -8.47 -2.77 -8.10
H -9.54 -3.77 -7.05
C 13.78 3.24 -1.42
N 12.66 2.37 -1.45
C 12.53 1.44 -0.52
C 11.50 0.54 -0.50
C 10.66 0.52 -1.62
C 10.88 1.40 -2.66
C 11.88 2.35 -2.52
C 9.53 -0.47 -1.68
C 8.33 -0.10 -2.26
C 7.30 -1.05 -2.46
N 7.47 -2.36 -1.98
C 8.65 -2.74 -1.40
C 9.65 -1.78 -1.21
C 6.37 -3.31 -2.06
H 14.45 2.92 -0.62
H 13.43 4.25 -1.22
H 14.33 3.18 -2.36
H 13.24 1.48 0.30
H 11.52 -0.19 0.30
H 10.18 1.50 -3.48
H 12.08 3.13 -3.24
H 8.20 0.87 -2.72
H 6.32 -0.75 -2.80
H 8.63 -3.73 -0.96
H 10.52 -2.17 -0.71
H 6.79 -4.32 -2.09
H 5.77 -3.03 -2.93
H 5.81 -3.20 -1.13
C -4.76 -5.09 9.59
O -3.64 -4.29 9.72
C -3.40 -3.79 11.01
C -4.35 -2.52 11.24
N -4.11 -1.56 10.02
H -3.21 -1.74 9.59
H -4.69 -1.82 9.23
C -4.14 -0.06 10.41
C -3.64 0.76 9.15
O -2.46 0.15 8.79
C -1.92 0.76 7.58
H -4.71 -5.41 8.55
H -5.70 -4.56 9.47
H -4.81 -5.99 10.21
H -2.33 -3.74 11.20
H -3.74 -4.57 11.70
H -4.17 -2.01 12.19
H -5.38 -2.86 11.21
H -3.51 0.08 11.29
H -5.16 0.19 10.73
H -3.49 1.83 9.29
H -4.44 0.67 8.42
H -1.62 1.80 7.58
H -2.62 0.56 6.77
H -1.04 0.16 7.35
C 4.79 1.99 -1.00
O 6.05 2.52 -1.53
C 5.99 3.91 -1.49
C 7.13 4.68 -2.26
N 6.99 4.54 -3.78
H 7.07 3.55 -3.96
H 6.12 4.86 -4.18
C 8.12 5.32 -4.49
C 7.86 6.84 -4.83
O 7.11 7.47 -3.78
C 6.25 8.49 -4.28
H 4.76 0.98 -0.59
H 4.28 1.91 -1.96
H 4.21 2.62 -0.33
H 6.02 4.25 -0.46
H 5.06 4.26 -1.93
H 8.12 4.29 -2.01
H 6.96 5.70 -1.92
H 8.23 4.84 -5.46
H 9.01 5.07 -3.93
H 7.37 7.02 -5.78
H 8.76 7.42 -5.03
H 6.77 9.31 -4.78
H 5.72 8.90 -3.43
H 5.47 8.03 -4.88
C -2.63 -4.37 6.72
O -2.17 -3.63 5.58
C -3.10 -2.66 5.05
C -2.41 -1.68 4.02
N -2.07 -2.45 2.76
H -2.97 -2.70 2.37
H -1.78 -1.78 2.06
C -1.23 -3.73 2.92
C -0.80 -4.34 1.58
O -1.87 -4.82 0.87
C -1.55 -4.98 -0.55
H -3.66 -4.71 6.79
H -2.32 -3.93 7.67
H -2.03 -5.29 6.66
H -3.46 -2.09 5.91
H -3.93 -3.16 4.55
H -1.53 -1.22 4.49
H -3.08 -0.91 3.64
H -1.94 -4.37 3.44
H -0.32 -3.53 3.47
H -0.17 -5.20 1.79
H -0.14 -3.63 1.08
H -1.34 -4.05 -1.07
H -2.52 -5.25 -0.98
H -0.91 -5.81 -0.83
C -5.01 11.03 4.58
O -4.76 9.56 4.33
C -5.46 9.15 3.15
C -5.47 7.64 3.14
N -4.03 7.05 3.49
H -3.37 7.33 2.77
H -3.72 7.67 4.23
C -3.91 5.56 3.77
C -2.45 5.19 4.00
O -1.83 5.75 5.19
C -0.45 5.28 5.34
H -4.64 11.20 5.59
H -6.07 11.14 4.78
H -4.58 11.77 3.90
H -5.13 9.57 2.20
H -6.53 9.33 3.17
H -5.75 7.19 2.19
H -6.07 7.17 3.92
H -4.39 5.13 2.89
H -4.55 5.45 4.64
H -1.82 5.55 3.19
H -2.28 4.11 3.95
H -0.44 4.20 5.36
H -0.06 5.68 6.28
H 0.12 5.58 4.47
C -0.44 2.57 -3.60
O -0.70 1.56 -4.56
C -0.87 2.01 -5.96
C 0.40 2.49 -6.63
N 1.45 1.36 -6.56
H 1.11 0.41 -6.58
H 1.73 1.35 -7.53
C 2.74 1.57 -5.63
C 3.83 0.57 -5.92
O 3.85 0.23 -7.31
C 5.10 -0.14 -7.88
H 0.23 3.35 -3.94
H -0.06 2.22 -2.65
H -1.37 3.11 -3.40
H -1.61 2.81 -6.01
H -1.47 1.40 -6.64
H 0.85 3.42 -6.30
H 0.23 2.70 -7.69
H 2.33 1.47 -4.62
H 3.11 2.55 -5.92
H 3.47 -0.34 -5.43
H 4.81 0.88 -5.57
H 5.49 -1.02 -7.37
H 5.81 0.69 -7.87
H 5.07 -0.39 -8.94
C -1.04 4.11 -0.20
O -2.17 3.31 -0.61
C -3.35 3.84 0.04
C -3.96 2.84 1.10
N -4.38 1.52 0.43
H -4.74 1.67 -0.50
H -3.56 0.97 0.22
C -5.34 0.55 1.20
C -6.73 1.00 1.49
O -7.17 1.60 0.28
C -8.58 1.76 0.19
H -0.95 5.07 -0.73
H -0.09 3.59 -0.36
H -1.06 4.34 0.86
H -4.09 4.08 -0.72
H -3.18 4.83 0.48
H -4.94 3.26 1.31
H -3.49 2.63 2.06
H -4.78 0.45 2.13
H -5.28 -0.44 0.75
H -6.74 1.76 2.28
H -7.25 0.08 1.74
H -8.89 2.59 0.83
H -9.13 0.85 0.41
H -8.78 2.12 -0.82
C -1.64 -11.38 -0.99
O -1.11 -10.52 -1.97
C -0.49 -9.29 -1.52
C 0.49 -8.81 -2.64
N -0.20 -8.83 -4.01
H -0.33 -9.75 -4.40
H -1.14 -8.50 -3.82
C 0.50 -8.05 -5.17
C 0.20 -6.55 -4.97
O 0.82 -5.93 -3.85
C 0.46 -4.55 -3.71
H -1.93 -12.29 -1.51
H -2.60 -10.98 -0.66
H -0.92 -11.60 -0.21
H 0.05 -9.58 -0.63
H -1.17 -8.51 -1.17
H 1.27 -9.55 -2.80
H 0.86 -7.82 -2.38
H 0.01 -8.45 -6.05
H 1.57 -8.24 -5.23
H -0.85 -6.27 -4.99
H 0.63 -6.16 -5.90
H 0.71 -3.91 -4.56
H 1.02 -4.01 -2.96
H -0.62 -4.38 -3.62
Br 3.05 -1.90 -2.06
Br -4.35 2.04 4.78
Br -5.34 -3.21 1.60
*
```



(3)
DFT (the ωB97M-V functional and the def2-TZVPD basis) results for the molecule C4H4N2 in a non-equilibrium geometry.

Values from the calculation:
Orbital gap, eV: 10.3
Relative energy (zero: lowest compared OMol25 entry of this formula, charge and spin), kcal per mole: 138.89
SMILES: C1=N[C@@H]1[C@H]1C=N1

```
! wB97M-V def2-TZVPD RIJCOSX def2/J DEFGRID3
* xyz 0 1
C 1.93 0.14 -0.21
N 1.77 -1.06 -0.42
C 0.89 -0.30 0.55
C -0.63 0.17 0.09
C -1.99 -0.17 -0.68
N -1.77 -0.71 0.45
H 2.43 1.03 -0.46
H 0.89 -0.38 1.55
H -0.85 1.23 0.58
H -2.67 0.04 -1.47
*
```



(4)
DFT (the ωB97M-V functional and the def2-TZVPD basis) results for a cluster of 2 separate species, C17H23N3O4 in total in a non-equilibrium geometry.

Values from the calculation:
Orbital gap, eV: 8.3
Relative energy (zero: lowest compared OMol25 entry of this formula, charge and spin), kcal per mole: 17.14
SMILES: Cc1cn(CCC(=O)O)c2ccccc12.CNC(=O)CNC(C)=O

```
! wB97M-V def2-TZVPD RIJCOSX def2/J DEFGRID3
* xyz 0 1
C 1.30 2.24 2.06
C 1.38 1.31 0.88
C 1.34 1.67 -0.44
N 1.45 0.51 -1.22
C 1.57 0.48 -2.68
C 3.06 0.48 -3.06
C 3.32 0.25 -4.54
O 2.37 0.06 -5.29
O 4.62 0.25 -4.94
C 1.54 -0.59 -0.38
C 1.63 -1.96 -0.65
C 1.70 -2.87 0.41
C 1.68 -2.41 1.74
C 1.59 -1.03 2.00
C 1.51 -0.14 0.93
H 1.22 3.28 1.72
H 2.19 2.13 2.68
H 0.42 2.00 2.66
H 1.24 2.68 -0.82
H 1.06 1.34 -3.13
H 1.08 -0.42 -3.06
H 3.49 1.44 -2.77
H 3.57 -0.30 -2.50
H 5.18 0.39 -4.17
H 1.63 -2.32 -1.67
H 1.75 -3.93 0.21
H 1.73 -3.12 2.55
H 1.57 -0.67 3.02
C -3.93 2.95 1.07
N -3.27 1.80 1.67
C -2.58 0.88 0.98
O -2.46 0.95 -0.24
C -1.97 -0.27 1.78
N -1.55 -1.42 0.98
C -2.31 -2.38 0.47
C -3.81 -2.35 0.70
O -1.82 -3.31 -0.16
H -3.19 3.61 0.62
H -4.61 2.61 0.28
H -4.50 3.50 1.82
H -3.33 1.68 2.67
H -2.69 -0.59 2.53
H -1.10 0.12 2.31
H -0.57 -1.48 0.72
H -4.22 -1.44 0.26
H -4.25 -3.22 0.22
H -4.02 -2.39 1.77
*
```



(5)
DFT (the ωB97M-V functional and the def2-TZVPD basis) results for a cluster of 2 separate species, C2H4INS in total in a non-equilibrium geometry.

Values from the calculation:
Orbital gap (alpha / beta), eV: 7.6 / 7.5
Relative energy (zero: lowest compared OMol25 entry of this formula, charge and spin), kcal per mole: 65.20

```
! wB97M-V def2-TZVPD RIJCOSX def2/J DEFGRID3
* xyz 0 1
C 0.84 0.65 -0.03
C -0.25 -1.61 0.13
N -0.06 1.59 -0.15
S 2.39 0.70 0.28
I -2.39 -1.28 0.72
H -0.23 -1.83 -0.89
H 0.43 -2.14 0.76
H -0.99 1.40 -0.47
H 0.26 2.52 -0.34
*
```



(6)
DFT (the ωB97M-V functional and the def2-TZVPD basis) results for a cluster of 2 separate species, C2H2NO2S2 in total in a non-equilibrium geometry.

Values from the calculation:
Orbital gap (alpha / beta), eV: 5.8 / 6.3
Relative energy (zero: lowest compared OMol25 entry of this formula, charge and spin), kcal per mole: 140.22

```
! wB97M-V def2-TZVPD RIJCOSX def2/J DEFGRID3
* xyz -1 1
C -0.48 -1.13 -0.69
C -0.23 0.64 0.57
N 0.45 -0.95 -1.54
O -1.40 -1.84 -0.46
O 0.65 0.59 1.37
S 0.04 1.99 -0.69
S 1.45 0.48 -1.48
H -1.34 0.82 0.87
H 0.87 -0.62 2.05
*
```